Model a:
29
Properties=species:S:1:pos:R:3 method="wB97M-V/def2-TZVPD" smiles=Cc1ccccc1.CC(C)C e_lumo_ev=0.969
C 1.185 2.217 0.577
C 2.681 2.277 0.265
C 0.786 0.970 1.393
C 0.804 3.572 1.180
H 0.636 2.072 -0.414
H 2.939 3.297 -0.026
H 2.851 1.739 -0.708
H 1.590 0.813 2.089
H -0.120 1.207 1.993
H 0.580 0.033 0.875
H 1.363 4.399 0.726
H -0.262 3.593 0.974
H 0.993 3.824 2.294
H 3.348 2.076 1.100
C -2.861 -3.642 -0.431
C 0.223 -0.792 -1.335
C 0.496 -1.989 -0.675
C -1.112 -0.466 -1.559
C -0.523 -2.852 -0.276
C -2.129 -1.349 -1.248
C -1.826 -2.607 -0.735
H 1.088 -0.184 -1.567
H 1.481 -2.380 -0.401
H -1.415 0.426 -2.081
H -0.280 -3.517 0.533
H -3.166 -1.078 -1.348
H -3.395 -3.850 -1.377
H -3.543 -3.242 0.319
H -2.410 -4.566 -0.137

Model b:
29
Properties=species:S:1:pos:R:3 method="wB97M-V/def2-TZVPD" smiles=CCc1ccccc1.CCC e_lumo_ev=0.932
C -0.783 -1.501 -1.028
C -1.986 -2.060 -1.714
C -0.792 -1.683 0.423
C -1.356 -0.647 1.194
C -0.120 -2.775 0.970
C -1.144 -0.707 2.634
C 0.218 -2.704 2.305
C -0.241 -1.626 3.184
H 0.121 -2.045 -1.436
H -0.528 -0.520 -1.335
H -1.865 -2.017 -2.851
H -2.002 -0.025 0.642
H 0.141 -3.604 0.303
H -1.507 0.036 3.158
H 0.949 -3.286 2.739
H -0.016 -1.374 4.152
H -2.886 -1.574 -1.278
H -2.273 -3.049 -1.363
C 1.348 2.427 -0.536
C 1.738 1.973 -1.966
C 1.371 3.947 -0.322
H 0.199 2.227 -0.402
H 1.885 1.820 0.152
H 2.876 1.989 -2.257
H 1.677 4.591 -1.085
H 0.371 4.346 -0.017
H 1.999 4.160 0.621
H 1.310 1.018 -2.192
H 1.296 2.662 -2.697

Relative energies in hartree: model a 0.0000; model b 0.0372

Model a:
29
Properties=species:S:1:pos:R:3 method="wB97M-V/def2-TZVPD" smiles=Cc1ccccc1.CC(C)C e_lumo_ev=0.995
C -1.257 -1.721 1.603
C 2.033 -0.248 2.422
C 0.749 -0.707 2.593
C 2.834 -0.497 1.383
C 0.272 -1.514 1.573
C 2.424 -1.343 0.397
C 1.172 -1.913 0.546
H 2.342 0.278 3.285
H 0.128 -0.368 3.400
H 3.811 0.052 1.388
H 2.951 -1.501 -0.513
H -1.622 -2.210 0.804
H -1.675 -0.802 1.224
H 0.795 -2.639 -0.198
H -1.701 -2.175 2.464
C -1.118 1.386 -1.406
C -1.015 2.406 -2.578
C -2.101 0.160 -1.555
C 0.353 1.042 -0.888
H -1.541 1.918 -0.653
H -0.602 3.441 -2.324
H -1.951 -0.408 -2.482
H -1.814 -0.619 -0.800
H -3.213 0.305 -1.367
H 0.923 1.897 -0.809
H 0.408 0.566 0.205
H -2.033 2.713 -2.881
H -0.365 2.061 -3.252
H 0.816 0.439 -1.580

Model b:
29
Properties=species:S:1:pos:R:3 method="wB97M-V/def2-TZVPD" smiles=Cc1ccccc1.CC(C)C e_lumo_ev=0.941
C -2.230 1.524 1.082
C -1.429 1.048 -1.273
C -1.210 1.636 -0.034
C -0.519 1.249 -2.317
C 0.034 2.243 0.153
C 0.575 2.049 -2.178
C 0.912 2.501 -0.891
H -2.344 0.549 -1.570
H -0.812 0.833 -3.275
H -3.148 1.938 0.662
H -1.917 2.158 1.905
H 0.216 2.603 1.160
H 1.242 2.308 -2.986
H 1.796 3.103 -0.739
H -2.391 0.465 1.275
C 0.772 -1.511 0.471
C 1.828 -2.235 -0.348
C -0.696 -1.976 0.352
C 1.216 -1.629 1.926
H 0.842 -0.437 0.270
H 1.719 -2.327 -1.434
H -0.631 -2.786 -0.384
H -1.158 -2.280 1.283
H -1.265 -1.198 -0.153
H 0.816 -0.789 2.534
H 0.763 -2.412 2.546
H 2.279 -1.647 2.166
H 1.970 -3.267 -0.004
H 2.769 -1.712 -0.197

Relative energies in hartree: model a 0.0589; model b 0.0000

Model a:
6
Properties=species:S:1:pos:R:3 method="wB97M-V/def2-TZVPD" charge=-1 e_lumo_ev=4.169
N -1.746 0.392 -0.993
N 1.814 -0.115 -0.553
N -1.902 0.007 0.050
O -1.851 -0.354 1.139
O 0.924 -0.078 0.323
O 2.975 -0.212 -0.168

Model b:
6
Properties=species:S:1:pos:R:3 method="wB97M-V/def2-TZVPD" charge=-1 e_lumo_ev=5.156
N 0.079 0.975 2.210
N 0.533 0.044 1.854
N -0.172 -0.226 -1.015
O -0.769 -0.368 -2.081
O -0.568 -0.801 0.008
O 0.897 0.375 -0.976

Relative energies in hartree: model a 0.0708; model b 0.0000